[1]
Density functional theory data (ωB97M-V with the def2-TZVPD basis set) for a molecular structure, C48H28F9HfN4O.

Positions of all 91 atoms, in Å:
Hf1 -0.004 -0.040 -0.184
C1 5.422 -5.534 -0.440
C2 5.208 -4.674 0.628
C3 4.241 -3.685 0.539
C4 3.476 -3.554 -0.618
C5 3.691 -4.421 -1.684
C6 4.664 -5.405 -1.595
C7 2.427 -2.495 -0.698
C8 2.872 -1.169 -0.765
C9 4.239 -0.735 -0.797
C10 4.242 0.621 -0.810
C11 2.876 1.059 -0.801
C12 2.438 2.394 -0.810
C13 3.496 3.448 -0.819
C14 3.758 4.184 0.333
C15 4.740 5.163 0.326
C16 5.463 5.415 -0.831
C17 5.204 4.684 -1.982
C18 4.224 3.702 -1.977
C19 1.109 2.835 -0.813
N1 -0.008 2.034 -0.783
C20 -1.120 2.845 -0.828
C21 -2.451 2.416 -0.814
C22 -3.503 3.476 -0.848
C23 -3.751 4.245 0.287
C24 -4.730 5.227 0.262
C25 -5.462 5.449 -0.895
C26 -5.216 4.687 -2.027
C27 -4.240 3.701 -2.004
C28 -2.898 1.084 -0.755
C29 -4.264 0.656 -0.694
C30 -4.268 -0.698 -0.607
C31 -2.905 -1.141 -0.607
N2 -2.096 -0.030 -0.712
C32 -2.466 -2.470 -0.521
C33 -1.134 -2.923 -0.569
C34 -0.700 -4.278 -0.414
C35 0.656 -4.286 -0.474
C36 1.091 -2.936 -0.662
N3 -0.023 -2.131 -0.733
C37 -3.517 -3.513 -0.339
C38 -4.212 -3.599 0.865
C39 -5.184 -4.572 1.041
C40 -5.473 -5.460 0.016
C41 -4.785 -5.377 -1.186
C42 -3.808 -4.409 -1.363
C43 -0.676 4.209 -0.899
C44 0.678 4.203 -0.887
N4 2.068 -0.049 -0.785
H1 6.177 -6.305 -0.372
H2 5.793 -4.774 1.532
H3 4.067 -3.015 1.373
H4 3.101 -4.318 -2.587
H5 4.832 -6.072 -2.430
H6 5.093 -1.391 -0.809
H7 5.098 1.274 -0.826
H8 3.192 3.982 1.235
H9 4.942 5.729 1.226
H10 6.228 6.180 -0.837
H11 5.764 4.881 -2.887
H12 4.019 3.133 -2.876
H13 -3.179 4.065 1.189
H14 -4.922 5.819 1.147
H15 -6.225 6.216 -0.916
H16 -5.783 4.861 -2.932
H17 -4.046 3.107 -2.889
H18 -5.119 1.310 -0.714
H19 -5.128 -1.344 -0.553
H20 -1.352 -5.121 -0.259
H21 1.307 -5.138 -0.377
H22 -3.980 -2.907 1.666
H23 -5.714 -4.638 1.982
H24 -6.234 -6.216 0.153
H25 -5.012 -6.066 -1.989
H26 -3.272 -4.341 -2.302
H27 -1.327 5.065 -0.963
H28 1.335 5.056 -0.939
F1 1.269 -1.881 3.363
C45 0.170 -1.250 3.790
F2 -0.877 -2.009 3.452
F3 0.220 -1.157 5.113
C46 0.059 0.143 3.101
O1 0.019 -0.063 1.753
C47 1.305 1.025 3.408
F4 2.417 0.403 3.004
F5 1.425 1.316 4.695
F6 1.233 2.170 2.714
C48 -1.262 0.864 3.503
F7 -1.371 2.021 2.835
F8 -2.311 0.115 3.151
F9 -1.338 1.116 4.802

Properties
- Energy above the lowest of the compared OMol25 structures with the same formula, charge and spin: 0.00 kJ/mol
- Charge: +1
- Electronic energy: -84004.0378 eV
- Highest occupied orbital energy: -10.141 eV


[2]
Density functional theory data (ωB97M-V with the def2-TZVPD basis set) for a molecular structure, C48H33BrF10N7O5SY in a non-equilibrium geometry.

Positions of all 106 atoms, in Å:
Y1 -0.390 0.192 0.336
C1 -0.349 2.195 -2.475
N1 0.094 2.425 -1.090
C2 1.452 2.997 -1.119
C3 2.501 2.109 -1.779
N2 2.711 0.798 -1.202
C4 3.802 0.568 -0.477
C5 4.255 -0.782 -0.344
F1 3.550 -1.736 -0.982
C6 5.353 -1.170 0.376
F2 5.701 -2.466 0.437
C7 6.131 -0.233 1.044
F3 7.206 -0.612 1.773
C8 5.751 1.087 0.961
F4 6.444 2.014 1.648
C9 4.645 1.476 0.229
F5 4.308 2.794 0.329
C10 -0.821 3.409 -0.484
C11 -0.696 3.558 1.020
N3 -0.791 2.275 1.708
C12 -0.873 2.314 3.046
C13 -0.851 3.441 3.919
F6 -0.760 4.713 3.450
C14 -0.895 3.345 5.299
F7 -0.861 4.470 6.033
C15 -0.967 2.130 5.943
F8 -1.001 2.051 7.288
C16 -0.988 0.995 5.152
F9 -1.040 -0.211 5.731
C17 -0.952 1.100 3.784
F10 -0.944 -0.059 3.100
H1 -0.248 3.115 -3.068
H2 -1.395 1.889 -2.473
H3 0.234 1.412 -2.947
H4 1.765 3.238 -0.102
H5 1.413 3.934 -1.698
H6 3.419 2.699 -1.829
H7 2.191 1.956 -2.821
H8 -1.833 3.091 -0.705
H9 -0.659 4.396 -0.944
H10 -1.507 4.232 1.313
H11 0.242 4.073 1.268
C18 2.756 1.475 3.735
C19 1.993 1.451 2.558
N4 1.480 0.357 2.051
C20 1.715 -0.831 2.675
C21 2.459 -0.905 3.879
C22 2.980 0.303 4.394
C23 2.643 -2.140 4.532
C24 2.051 -3.257 4.010
C25 1.310 -3.200 2.825
C26 1.151 -2.022 2.103
N5 0.420 -1.907 0.943
C27 0.170 -3.011 0.159
C28 1.017 -4.098 -0.002
C29 0.671 -5.194 -0.807
C30 -0.526 -5.246 -1.467
C31 -1.393 -4.137 -1.397
C32 -2.626 -4.085 -2.083
C33 -3.392 -2.958 -2.009
C34 -2.903 -1.852 -1.293
N6 -1.766 -1.860 -0.639
C35 -1.027 -3.002 -0.633
H12 3.139 2.418 4.103
H13 1.798 2.375 2.026
H14 3.556 0.272 5.312
H15 3.239 -2.183 5.435
H16 2.150 -4.208 4.522
H17 0.820 -4.096 2.470
H18 1.978 -4.088 0.493
H19 1.372 -6.014 -0.900
H20 -0.807 -6.106 -2.063
H21 -2.940 -4.940 -2.670
H22 -4.337 -2.880 -2.528
H23 -3.457 -0.923 -1.297
Br1 -7.964 0.064 2.895
C36 -6.826 0.904 1.619
C37 -7.358 1.888 0.802
C38 -6.532 2.498 -0.132
C39 -5.204 2.117 -0.246
C40 -4.688 1.132 0.585
C41 -5.502 0.520 1.533
C42 -3.245 0.710 0.470
O1 -2.765 -0.039 1.339
O2 -2.586 1.122 -0.526
H24 -8.398 2.168 0.894
H25 -6.936 3.274 -0.771
H26 -4.549 2.570 -0.979
H27 -5.078 -0.235 2.179
N7 0.787 -0.824 -2.038
C43 0.604 -0.976 -3.458
C44 1.663 -0.781 -4.338
C45 1.487 -0.958 -5.704
C46 0.251 -1.340 -6.204
C47 -0.813 -1.516 -5.332
C48 -0.641 -1.327 -3.968
S1 0.030 -1.705 -7.955
O3 0.842 -0.716 -8.652
O4 0.524 -3.072 -8.078
O5 -1.405 -1.571 -8.178
H28 1.679 -0.346 -1.829
H29 0.890 -1.754 -1.640
H30 2.634 -0.499 -3.941
H31 2.305 -0.806 -6.397
H32 -1.773 -1.791 -5.751
H33 -1.474 -1.444 -3.288

Properties
- Energy above the lowest of the compared OMol25 structures with the same formula, charge and spin: 70.69 kJ/mol
- Charge: -2
- Electronic energy: -180083.2751 eV
- Highest occupied orbital energy: -2.888 eV


[3]
Density functional theory data (ωB97M-V with the def2-TZVPD basis set) for a molecular structure, C48H33F3N3O6SSb2Se4Y in a non-equilibrium geometry.

Positions of all 101 atoms, in Å:
Y1 -0.106 -0.554 -1.183
O1 0.608 5.889 -1.176
C1 1.759 5.234 -1.421
C2 2.935 5.986 -1.471
C3 4.147 5.370 -1.717
C4 4.217 3.994 -1.919
C5 3.056 3.248 -1.856
C6 1.820 3.848 -1.604
C7 0.634 2.966 -1.474
O2 0.789 1.737 -1.382
N1 -0.542 3.623 -1.337
N2 -1.549 2.833 -1.088
C8 -2.804 2.835 -1.255
C9 -3.590 1.816 -0.611
C10 -4.975 1.724 -0.764
C11 -5.666 0.687 -0.175
C12 -4.965 -0.269 0.563
C13 -3.594 -0.215 0.710
C14 -2.868 0.822 0.100
O3 -1.564 0.908 0.158
H1 -0.109 5.213 -1.191
H2 2.862 7.054 -1.313
H3 5.048 5.972 -1.756
H4 5.164 3.513 -2.123
H5 3.064 2.177 -2.011
H6 -3.254 3.539 -1.956
H7 -5.481 2.447 -1.392
H8 -6.732 0.581 -0.330
H9 -5.509 -1.092 1.015
H10 -3.051 -0.987 1.241
S1 3.516 -1.726 -4.540
C15 2.610 -0.453 -5.270
C16 1.604 -0.017 -4.468
C17 1.512 -0.671 -3.192
C18 2.499 -1.619 -3.122
C19 2.601 -2.571 -2.033
C20 3.350 -3.758 -2.133
C21 3.305 -4.691 -1.123
C22 2.503 -4.451 -0.011
C23 1.818 -3.254 0.029
N3 1.891 -2.321 -0.918
H11 2.860 -0.116 -6.265
H12 0.902 0.741 -4.794
H13 3.926 -3.944 -3.030
H14 3.870 -5.612 -1.209
H15 2.399 -5.168 0.792
H16 1.159 -3.032 0.864
O4 -2.425 -4.588 1.203
C24 -3.204 -4.470 0.082
C25 -4.469 -5.041 0.020
C26 -5.239 -4.909 -1.129
C27 -4.744 -4.228 -2.229
C28 -3.470 -3.681 -2.169
C29 -2.698 -3.782 -1.017
C30 -1.412 -3.020 -1.006
O5 -1.246 -2.211 -0.021
O6 -0.611 -3.073 -1.948
H17 -2.921 -5.082 1.860
H18 -4.856 -5.578 0.881
H19 -6.233 -5.340 -1.153
H20 -5.349 -4.097 -3.116
H21 -3.060 -3.133 -3.008
Se1 -5.641 -0.417 -4.286
Sb1 -3.340 0.303 -4.934
Se2 -2.210 -0.435 -6.899
Se3 -4.432 2.520 -4.714
Se4 -1.690 -0.204 -3.022
F1 5.887 -2.089 4.808
C31 4.840 -1.614 4.090
C32 3.826 -0.956 4.760
C33 2.756 -0.472 4.021
C34 2.698 -0.649 2.643
C35 3.746 -1.305 2.004
C36 4.828 -1.800 2.724
Sb2 1.100 0.193 1.453
C37 -0.394 -0.202 2.940
C38 -0.430 -1.480 3.492
C39 -1.400 -1.845 4.415
C40 -2.341 -0.905 4.777
F2 -3.291 -1.245 5.684
C41 -2.356 0.366 4.241
C42 -1.379 0.705 3.315
C43 1.488 2.232 1.865
C44 0.498 3.149 1.501
C45 0.726 4.514 1.598
C46 1.963 4.943 2.036
F3 2.203 6.272 2.123
C47 2.972 4.068 2.378
C48 2.724 2.704 2.285
H22 3.885 -0.829 5.833
H23 1.953 0.047 4.532
H24 3.729 -1.447 0.929
H25 5.644 -2.318 2.239
H26 0.303 -2.224 3.199
H27 -1.436 -2.839 4.841
H28 -3.132 1.063 4.525
H29 -1.420 1.689 2.871
H30 -0.441 2.801 1.083
H31 -0.021 5.237 1.297
H32 3.932 4.453 2.694
H33 3.515 2.010 2.545

Properties
- Energy above the lowest of the compared OMol25 structures with the same formula, charge and spin: 499.94 kJ/mol
- Charge: -2
- Electronic energy: -361563.2593 eV
- Highest occupied orbital energy (alpha / beta): -2.417 / -2.429 eV